[1]
Below is a gas-phase ion, C6H15N2S (charge +1) in a non-equilibrium geometry, with properties calculated with ωB97M-V/def2-TZVPD.

Energy relative to the best compared isomer or geometry (same formula, charge and spin)   72.8 kcal per mole
<S²>   2.02
HOMO-LUMO gap (alpha / beta)   5.55 / 6.96 eV
E_tot   -744.767585 a.u.
LUMO level (alpha / beta)   -3.47 / -7.15 eV

```
! wB97M-V def2-TZVPD RIJCOSX def2/J DEFGRID3
* xyz 1 3
C -1.184 0.964 0.782
C -2.202 0.332 0.013
C 2.117 0.539 0.884
C 2.637 -1.337 -0.576
C 0.164 -0.753 -0.123
C 1.650 -0.229 -0.366
N -0.586 0.433 -0.347
N -2.967 1.037 -0.959
S -2.850 -1.303 0.401
H -1.129 2.093 0.874
H -1.045 0.670 1.827
H 3.202 0.766 0.636
H 1.544 1.539 1.053
H 1.943 -0.119 1.757
H 3.014 -1.669 0.430
H 3.315 -0.950 -1.361
H 2.007 -2.173 -0.929
H -0.237 -1.434 -1.004
H -0.018 -1.165 0.825
H 1.831 0.462 -1.276
H -3.521 1.691 -0.588
H -3.633 0.451 -1.544
H -2.320 1.600 -1.626
H -1.731 -1.446 1.218
*
```


[2]
Below is a gas-phase ion, C4H9F3N5O (charge +1) in a non-equilibrium geometry, with properties calculated with ωB97M-V/def2-TZVPD.

SMILES   NN1NC=C[C@]([NH3+])(OC(F)(F)F)N1
Energy relative to the best compared isomer or geometry (same formula, charge and spin)   41.9 kcal per mole
HOMO-LUMO gap   9.27 eV
E_tot   -806.047958 a.u.
LUMO level   -3.31 eV

```
! wB97M-V def2-TZVPD RIJCOSX def2/J DEFGRID3
* xyz 1 1
C -1.107 -1.409 0.631
C 0.039 -1.890 -0.046
C -1.369 0.053 0.582
C -3.574 0.326 -0.282
N 0.924 -1.194 -0.708
N -0.579 0.599 -0.740
N -0.754 0.851 1.701
N 1.753 0.937 -1.212
N 0.750 0.232 -0.610
O -2.679 0.556 0.619
F -3.507 -0.933 -0.700
F -4.793 0.425 0.187
F -3.494 1.126 -1.322
H -1.728 -2.140 1.053
H 0.306 -2.914 0.246
H 1.487 -1.499 -1.386
H -1.122 0.303 -1.562
H 0.337 0.857 1.627
H -1.168 1.759 1.587
H 2.246 1.708 -0.819
H 1.632 1.088 -2.304
H -0.805 0.404 2.652
*
```


[3]
Below is a single CH3PS molecule in a non-equilibrium geometry, with properties calculated with ωB97M-V/def2-TZVPD.

Energy relative to the best compared isomer or geometry (same formula, charge and spin)   63.0 kcal per mole
<S²>   2.01
HOMO-LUMO gap (alpha / beta)   5.83 / 7.01 eV
E_tot   -779.249141 a.u.
LUMO level (alpha / beta)   0.81 / -2.98 eV

```
! wB97M-V def2-TZVPD RIJCOSX def2/J DEFGRID3
* xyz 0 3
C -0.241 0.422 -0.398
P 0.537 -1.176 0.046
S 1.370 0.719 0.174
H -0.595 0.655 -1.481
H -0.908 0.787 0.226
H -0.163 -1.407 1.434
*
```


[4]
Below is a molecular structure, C6H14IN2 in a non-equilibrium geometry, with properties calculated with ωB97M-V/def2-TZVPD.

Energy relative to the best compared isomer or geometry (same formula, charge and spin)   56.4 kcal per mole
HOMO-LUMO gap   8.71 eV
E_tot   -643.870799 a.u.
LUMO level   -4.16 eV

```
! wB97M-V def2-TZVPD RIJCOSX def2/J DEFGRID3
* xyz 1 1
C 0.892 -0.695 1.375
C 1.103 -1.494 -0.603
C -0.096 -0.671 0.204
C -1.529 -1.051 0.447
C -0.662 0.938 -1.559
C -0.435 1.769 0.602
N 1.998 -1.077 0.575
N 0.012 0.742 -0.304
I 3.253 0.490 -0.133
H 0.999 0.159 1.960
H 0.686 -1.650 1.908
H 1.006 -2.615 -0.616
H 1.468 -1.244 -1.623
H -2.035 -1.194 -0.493
H -2.057 -0.247 1.033
H -1.487 -1.942 1.007
H -1.684 0.584 -1.498
H -0.701 1.964 -2.004
H -0.143 0.293 -2.299
H -1.470 1.696 0.815
H 0.128 1.815 1.495
H -0.302 2.700 0.092
H 1.057 0.728 -0.380
*
```


[5]
Below is 2 unconnected molecules or ions with the total composition C3H4O3 in a non-equilibrium geometry, with properties calculated with ωB97M-V/def2-TZVPD.

Energy relative to the best compared isomer or geometry (same formula, charge and spin)   143.4 kcal per mole
HOMO-LUMO gap (alpha / beta)   6.05 / 8.99 eV
E_tot   -342.227421 a.u.
LUMO level (alpha / beta)   -1.18 / 0.20 eV

```
! wB97M-V def2-TZVPD RIJCOSX def2/J DEFGRID3
* xyz 0 1
O 0.420 -1.173 -1.746
C 0.444 -0.257 -0.828
C 0.549 -0.512 0.587
O 1.439 0.139 1.129
C -0.909 1.691 0.593
O -1.163 0.497 0.793
H 0.382 -2.053 -1.334
H 0.537 0.771 -1.189
H 0.054 -1.412 1.000
H -1.751 2.310 0.995
*
```


[6]
Below is a molecular structure, C3H3N3O2 in a non-equilibrium geometry, with properties calculated with ωB97M-V/def2-TZVPD.

Energy relative to the best compared isomer or geometry (same formula, charge and spin)   129.3 kcal per mole
HOMO-LUMO gap   8.66 eV
E_tot   -430.714877 a.u.
LUMO level   -1.02 eV

```
! wB97M-V def2-TZVPD RIJCOSX def2/J DEFGRID3
* xyz 0 1
C 1.383 -0.635 -0.129
C 1.362 0.693 0.235
C -0.848 0.666 -0.026
H -2.587 -0.275 -0.425
H 2.406 -1.066 0.022
H 2.329 1.295 0.314
N -0.758 -0.718 0.069
N 0.351 -1.430 -0.216
N 0.286 1.398 0.016
O -1.962 -1.150 0.274
O -1.961 1.224 -0.135
*
```